{
  "formula": "C22H49BBrN3O22Si2",
  "method": "wB97M-V/def2-TZVPD",
  "species": ["C", "H", "C", "H", "C", "H", "H", "H", "C", "H", "H", "O", "O", "H", "O", "O", "C", "N", "C", "C", "H", "H", "C", "H", "H", "C", "H", "H", "O", "O", "O", "O", "H", "O", "H", "H", "C", "H", "C", "H", "H", "C", "H", "O", "O", "H", "C", "H", "O", "C", "O", "H", "H", "H", "H", "C", "H", "O", "H", "O", "H", "H", "N", "O", "C", "Br", "H", "O", "O", "H", "H", "O", "B", "C", "H", "H", "O", "N", "H", "Si", "H", "H", "O", "C", "H", "H", "H", "O", "H", "H", "C", "C", "Si", "H", "C", "H", "H", "H", "C", "H"],
  "coordinates": [[-4.968, -3.528, -3.228], [0.676, 6.926, 4.287], [-9.263, -7.637, -4.617], [5.414, -3.015, -0.005], [2.718, 7.025, 0.655], [-4.110, -2.543, -0.295], [-6.795, -5.343, -5.155], [-6.290, -3.679, -5.496], [-8.851, -8.901, -6.518], [2.177, 7.869, 1.076], [1.463, 0.821, 0.813], [0.930, 2.489, 7.958], [6.273, 5.064, -2.350], [3.877, -4.291, 2.106], [-8.127, -8.918, -7.637], [-4.967, -3.443, -1.901], [-0.037, 2.373, 5.500], [0.291, -0.065, -1.531], [-0.917, 3.765, 0.954], [6.865, 9.083, 0.918], [4.679, -4.529, -0.651], [5.418, 5.498, -0.504], [0.172, 1.597, 7.676], [0.038, 3.443, 0.554], [6.551, 1.454, -4.443], [-4.007, -2.518, -1.371], [-4.217, -1.509, -1.723], [2.108, 6.559, -0.111], [6.515, 3.161, -1.156], [0.026, 4.959, 4.074], [0.552, 1.085, 0.625], [-0.241, 0.634, 8.500], [0.445, -4.181, -2.182], [-3.915, -1.717, 2.767], [6.137, 6.846, -1.389], [-5.079, -4.991, -5.411], [-8.347, -10.065, -8.460], [1.381, 0.638, 9.801], [6.563, 1.775, -3.405], [-0.561, 2.108, 4.586], [-0.728, -1.730, 2.008], [4.792, 8.057, 0.836], [-0.001, 1.655, 10.296], [5.875, 8.417, 0.128], [0.733, 5.547, 2.010], [3.714, -2.698, 1.416], [1.545, -3.176, 0.568], [-9.384, -10.110, -8.787], [-5.899, -4.412, -3.589], [0.296, 0.722, 9.821], [-4.251, -2.916, -3.978], [1.036, 2.347, 5.315], [7.510, 1.487, -2.951], [-7.703, -9.954, -9.327], [0.519, -1.028, -1.766], [6.254, 5.810, -1.122], [0.814, 5.873, 5.707], [-0.397, 1.402, 6.489], [5.726, -4.539, 0.786], [-0.831, 3.957, 2.370], [6.460, 9.994, 1.354], [5.735, 1.306, -2.876], [0.056, -4.806, -1.475], [4.634, 8.254, 2.012], [0.929, 5.924, 4.627], [-0.731, -5.355, 1.586], [-3.007, -2.817, -1.647], [2.545, -4.196, 0.534], [-1.281, -2.737, -0.241], [-10.335, -7.585, -4.793], [-0.346, 3.365, 5.807], [-9.637, -9.743, -6.173], [-0.010, 0.050, -0.129], [-3.366, -1.149, 1.915], [-1.254, 4.675, 0.461], [7.195, 5.679, -0.587], [6.417, 3.194, -3.414], [-2.863, -0.685, 0.899], [-0.117, -0.112, 10.381], [-1.224, -1.337, 0.665], [-1.651, 2.981, 0.785], [-9.030, -8.453, -3.936], [3.930, 7.464, 0.021], [6.412, 3.753, -2.200], [7.678, 9.339, 0.245], [7.240, 8.424, 1.700], [-8.079, -10.977, -7.928], [-8.552, -7.788, -5.848], [1.420, -2.868, 1.613], [-0.900, -4.951, -1.802], [-6.011, -4.607, -5.001], [3.750, -3.759, 1.159], [-0.104, -3.897, 0.005], [1.893, -2.344, -0.061], [4.969, -3.978, 0.240], [1.132, 0.464, -1.765], [-8.931, -6.702, -4.172], [1.957, 5.683, 4.366], [0.041, 4.888, 2.744], [2.935, 6.294, 1.426]],
  "lowdin_charge": [-0.625, 0.100, -0.037, 0.065, -0.039, 0.075, 0.080, 0.099, -0.625, 0.101, 0.106, 0.120, 0.020, 0.118, 0.003, 0.017, -0.037, 0.153, -0.033, -0.033, 0.076, 0.096, -0.624, 0.081, 0.092, -0.041, 0.107, 0.094, 0.118, -0.023, 0.052, 0.004, 0.036, 0.184, 0.081, 0.099, -0.040, 0.097, -0.047, 0.092, 0.033, -0.626, 0.097, -0.038, 0.113, 0.106, -0.311, 0.098, 0.003, -0.042, 0.122, 0.104, 0.097, 0.093, 0.059, -0.025, 0.096, 0.012, 0.068, 0.014, 0.098, 0.093, -0.057, 0.130, -0.019, 0.420, 0.072, -0.217, -0.348, 0.099, 0.085, 0.127, -0.626, -0.431, 0.101, 0.107, 0.002, 0.058, 0.092, 0.540, 0.095, 0.100, -0.010, -0.625, 0.095, 0.100, 0.098, -0.004, 0.083, 0.034, -0.033, -0.266, -0.015, 0.091, -0.059, 0.087, 0.087, 0.102, -0.601, 0.083],
  "lumo_ev": -0.315,
  "e_tot_ev": -159605.1044,
  "e_homo_ev": -10.28
}